Entry from the Open Molecules 2025 dataset: a single C8H9NO2Se molecule (ωB97M-V/def2-TZVPD).

Properties
- SMILES string: C[C@@H]([Se]c1ccccc1)[N+](=O)[O-]
- Charge: 0
- Orbital gap: 8.751 eV
- ΔE to the lowest compared entry with this formula, charge and spin: 0.000 eV

Last column: Mulliken charge in e.
CARTESIAN COORDINATES (ANGSTROEM)
C 3.35048 -0.27074 -0.38102  -0.265
C 2.60167 0.61207 -1.11171  -0.252
C 2.76430 -1.37321 0.13883  -0.398
C 1.26274 0.37098 -1.33687  -0.464
C 1.39513 -1.50726 0.21638  -0.495
C 0.61966 -0.67432 -0.64370  0.033
C -1.92904 0.70325 1.50272  -1.348
C -2.12697 0.62576 -0.05704  -0.118
N -3.51984 0.38214 -0.19380  0.928
O -4.25729 1.35223 0.07143  -0.565
O -3.90945 -0.72706 -0.46968  -0.545
Se -1.24294 -1.00621 -0.73380  0.150
H 4.48195 -0.16154 -0.22794  0.272
H 2.96352 1.62310 -1.50870  0.255
H 3.33711 -2.17168 0.73417  0.241
H 0.69702 1.01692 -1.86881  0.518
H 0.97173 -2.30677 0.71253  0.503
H -2.36416 -0.17924 1.87156  0.435
H -0.88260 0.62378 1.79025  0.377
H -2.44252 1.50714 1.97545  0.386
H -1.77051 1.56065 -0.48027  0.350



Entry from the Open Molecules 2025 dataset: a gas-phase ion, C5H11FNO (charge +1) (ωB97M-V/def2-TZVPD).

Properties
- Charge: +1
- Orbital gap (alpha / beta): 7.650 / 7.945 eV
- ΔE to the lowest compared entry with this formula, charge and spin: 4.086 eV

Last column: Mulliken charge in e.
CARTESIAN COORDINATES (ANGSTROEM)
C -0.29202 1.49739 0.50008  -0.326
C -1.79169 1.27627 -0.11619  -0.540
C 0.48635 0.18553 0.73369  -0.594
C -1.83286 -1.08034 -0.12666  0.331
C 1.80027 -1.46219 -0.45427  -0.869
N 1.69809 -0.07217 -0.20871  -0.306
O -1.88047 0.05276 -0.76490  -0.259
F -2.39016 -1.24519 0.99384  -0.168
H 0.24864 2.13448 -0.32422  0.214
H -0.47787 2.13537 1.41077  0.274
H -2.57233 1.44454 0.56662  0.393
H -1.83736 1.99364 -0.92643  0.303
H 0.82454 -0.12077 1.76780  0.369
H -1.81719 -1.95128 -0.81298  0.337
H 1.52069 -2.05612 0.41719  0.349
H 1.23846 -1.80485 -1.37985  0.273
H 2.77409 -1.83827 -0.55764  0.408
H 1.74122 0.62428 -1.10357  0.429
H 2.55959 0.28690 0.38543  0.382



Entry from the Open Molecules 2025 dataset: a molecular structure, C3H9BeFN2O2S (ωB97M-V/def2-TZVPD).

Properties
- Charge: +2
- Orbital gap: 3.982 eV

Last column: Mulliken charge in e.
CARTESIAN COORDINATES (ANGSTROEM)
C -1.30395 1.76625 0.74045  -0.920
C -1.37170 1.13462 -0.68533  -0.459
N -0.51126 -0.07834 -0.88469  -0.430
N 0.30407 -0.38499 0.17108  0.421
C 0.08828 -1.71962 0.76240  -1.020
S 1.93304 -0.04892 -0.18127  1.213
O 2.51243 -0.85873 -1.32027  -0.331
O 2.06535 1.31291 -0.49247  -0.420
F 2.70183 -0.26946 1.16341  -0.109
H -2.20586 2.40556 0.83337  0.377
H -0.41837 2.42481 0.78282  0.288
H -1.35688 1.03971 1.56922  0.259
H -1.06715 1.92688 -1.39999  0.271
H -2.43452 0.91720 -0.90901  0.380
H -1.14336 -0.84209 -1.12009  0.359
H 1.04842 -2.12138 1.15463  0.393
H -0.42356 -2.44612 0.09319  0.411
H -0.55285 -1.59326 1.66294  0.265
Be 2.13603 -2.56504 -1.94038  1.052



Entry from the Open Molecules 2025 dataset: a molecular structure, C6H14N3Sn (ωB97M-V/def2-TZVPD).

Properties
- Charge: -1
- Orbital gap (alpha / beta): 4.535 / 3.599 eV
- ΔE to the lowest compared entry with this formula, charge and spin: 1.513 eV

Last column: Mulliken charge in e.
CARTESIAN COORDINATES (ANGSTROEM)
C 0.83848 -1.68134 -3.53711  -1.509
Sn 0.86306 -1.28634 -1.37198  0.352
N 0.85939 1.07776 -2.24587  -0.846
H 1.18024 -2.46369 -0.23421  -0.173
H -0.35429 -1.42592 -2.21491  -0.122
H 0.48169 -2.71668 -3.77784  0.343
H 1.94777 -1.62609 -3.48672  0.227
H 0.41061 -0.91526 -4.21564  0.336
H 1.41593 1.73008 -1.68201  0.311
H -0.12439 1.35301 -2.13703  0.297
H 1.11795 1.20713 -3.22801  0.325
N -1.16239 0.90837 4.12076  -0.485
C -0.86528 0.67460 2.84910  0.988
C 0.35337 1.15502 2.30459  -0.640
C 0.70462 0.82677 0.99939  -0.454
N -0.09741 0.06074 0.17097  -0.140
C -1.30748 -0.34855 0.69565  -0.650
C -1.71261 -0.03143 1.97941  -0.399
H -0.57113 1.35916 4.73030  0.132
H -2.02502 0.53128 4.51262  0.153
H 1.01152 1.78499 2.89238  0.242
H 1.65438 1.15378 0.54431  0.233
H -1.91682 -0.96786 0.00975  0.266
H -2.70221 -0.35955 2.32209  0.213



Entry from the Open Molecules 2025 dataset: 13 unconnected molecules or ions with the total composition C4H36N2O12S2 (ωB97M-V/def2-TZVPD).

Properties
- Charge: 0
- Orbital gap: 9.432 eV
- ΔE to the lowest compared entry with this formula, charge and spin: 0.000 eV

Last column: Mulliken charge in e.
CARTESIAN COORDINATES (ANGSTROEM)
S 4.00983 3.28056 -0.29726  -0.238
S 3.25152 2.76801 1.49474  -0.027
C 2.17618 1.33431 1.26441  -0.292
C 0.66046 1.62363 1.22438  -0.170
C -0.09809 0.33257 0.79446  1.424
N -1.39610 0.22366 1.49070  -0.399
C -2.37279 -0.55676 0.67163  -0.750
N 0.27615 2.71752 0.30749  -0.379
H 3.15681 4.18489 -0.87872  0.139
H 2.44651 0.67576 0.42653  -0.122
H 2.39178 0.66812 2.10735  0.243
H 0.34366 1.99337 2.22220  0.349
H -0.16266 0.30260 -0.30440  -0.189
H 0.51984 -0.56595 1.07109  -0.619
H -1.74422 1.14993 1.65930  0.329
H -1.96885 -1.51689 0.42817  0.267
H -3.29158 -0.71450 1.25688  0.424
H -2.68476 -0.09037 -0.23776  0.123
H 0.44634 2.41641 -0.61136  0.222
H 0.68768 3.63379 0.55175  0.289
H -0.92831 -3.24472 2.69159  0.248
H -0.94429 -1.77583 2.35609  0.273
O -0.46303 -2.56646 2.19240  -0.679
H -2.53101 -3.90123 -1.97374  0.281
H -2.47893 -2.40975 -1.86713  0.444
O -2.35443 -3.22670 -1.34434  -0.716
H 1.36535 -1.05623 -2.69311  0.412
H 0.28283 -1.79920 -1.86576  0.506
O 0.41646 -1.32170 -2.67711  -0.843
H 1.84637 -2.38763 -0.19976  0.468
H 2.69722 -1.13798 -0.57460  0.327
O 2.60931 -1.88352 -0.00143  -0.856
H 3.35790 0.51148 -2.23176  0.271
H 1.91138 0.80467 -1.77901  0.277
O 2.52890 0.10591 -1.81279  -0.660
H -0.07964 0.18143 3.44220  0.336
H 1.39605 -0.49427 3.55664  0.458
O 0.75205 0.18343 3.96994  -0.741
H -2.95295 3.24391 0.99045  0.277
H -1.53884 2.96382 0.35874  0.416
O -2.53057 2.92005 0.24056  -0.760
H 0.16723 0.39155 -2.61338  0.336
H -0.66295 1.57328 -2.28299  0.412
O 0.24060 1.35111 -2.42246  -0.913
H -2.35572 -0.09389 -2.51403  0.359
H -1.32153 -1.05449 -2.99457  0.485
O -2.24813 -1.02272 -2.88219  -0.885
H -0.00885 -2.68904 0.52111  0.276
H -0.68229 -3.08598 -0.80043  0.331
O 0.09660 -2.75455 -0.42488  -0.858
H -2.99708 2.03489 -2.64602  0.253
H -2.55667 1.92999 -1.19091  0.326
O -2.41839 1.51322 -2.05153  -0.603
H 1.23150 -2.22723 2.55772  0.450
H 2.44449 -1.69123 1.68705  0.455
O 2.06164 -1.74503 2.63788  -0.788



Entry from the Open Molecules 2025 dataset: a single C4H11NO molecule (ωB97M-V/def2-TZVPD).

Properties
- SMILES string: CNCCCO
- Charge: 0
- Orbital gap: 9.200 eV
- ΔE to the lowest compared entry with this formula, charge and spin: 2.893 eV

Last column: Mulliken charge in e.
CARTESIAN COORDINATES (ANGSTROEM)
C -0.58785 -0.28749 -2.49923  -0.832
N 0.33336 0.34805 -1.64759  -0.135
C 0.50127 -0.17956 -0.36413  -0.502
C 0.19025 0.75530 0.89999  -0.572
C 0.42733 -0.03866 2.13319  -0.272
O -0.51612 -0.92869 2.77090  -0.484
H -0.30330 -0.15724 -3.56779  0.305
H -0.59704 -1.42279 -2.38059  0.262
H -1.63196 -0.00046 -2.31417  0.298
H 0.54367 1.34265 -1.81130  0.208
H -0.20931 -1.08500 -0.26831  0.223
H 1.65526 -0.42837 -0.06143  0.133
H 0.75954 1.60244 0.69913  0.386
H -0.91523 1.11598 0.81215  0.236
H 0.48069 0.84079 2.89602  0.199
H 1.27324 -0.82955 2.03207  0.279
H -1.40378 -0.64740 2.67110  0.269



So what do the calculations give for DFT total energy? Going down the list: -2916.7631; -426.5504; -891.5887; -615.3371; -1982.8053; -288.9107 Eh.